(1)
DFT (ωB97M-V/def2-TZVPD) results for a structure of composition C35H32BrCsN16O3S2.

Results
* HOMO energy: -0.2926 hartree
* Kohn-Sham gap: 0.2832 hartree
* energy above the lowest of the compared OMol25 structures with the same formula, charge and spin: 8.1 kcal/mol

Geometry as ORCA input:
```
! RIJCOSX wB97M-V def2-TZVPD def2/J DEFGRID3
* xyz 0 1
Cs 0.546 0.308 0.995
Br -1.107 -0.808 4.165
S 2.179 -3.513 -6.008
S 2.034 -2.701 1.910
O 1.804 -3.578 -7.395
O 2.978 -4.633 -5.528
O 1.125 -3.105 -5.084
N 0.046 2.573 -1.216
N 1.729 -2.491 -1.308
N 3.565 -1.731 -4.604
N 2.523 -3.467 -0.697
N 3.760 -5.262 -0.468
N 3.444 -4.700 0.736
N -1.471 2.625 1.732
N -1.997 -1.595 1.680
N -3.721 3.383 1.599
N -2.836 1.993 0.000
N -0.414 0.008 -2.126
N 3.795 -1.492 -6.943
N 1.006 2.894 2.850
N -2.339 4.021 3.430
N -4.520 4.707 3.282
N 3.540 0.754 -0.457
C -3.010 -4.049 2.474
C -2.416 -3.208 3.397
C 4.533 -0.407 -6.736
C 0.034 3.679 4.891
C 3.175 -4.642 -2.802
C -1.374 3.316 2.857
C 1.056 4.455 -2.979
C 1.270 3.634 5.514
C -1.934 -1.996 2.927
C -3.102 -3.646 1.149
C -0.050 3.295 3.559
C -1.067 0.880 -4.253
C 0.543 3.259 -3.447
C 4.160 -0.097 -3.020
C 1.066 4.695 -1.615
C -0.879 -1.180 -2.513
C -2.584 -2.413 0.802
C -1.423 -1.424 -3.763
C 2.188 2.864 3.457
C 3.548 1.123 -2.808
C 2.663 -3.615 0.648
C 3.189 -4.485 -1.338
C 2.372 3.220 4.786
C 3.229 1.495 -1.517
C 3.327 -2.103 -5.863
C -3.499 4.011 2.751
C 0.033 2.340 -2.532
C -1.519 -0.367 -4.650
C 0.560 3.719 -0.770
C -0.508 1.026 -2.987
C 4.546 -0.843 -1.908
C 4.753 0.130 -5.479
C 4.227 -0.595 -4.419
C 4.243 -0.370 -0.639
C -2.678 2.692 1.139
H 3.027 2.536 2.852
H -0.859 3.999 5.406
H 5.297 1.052 -5.331
H 3.490 -3.735 -3.315
H -3.397 -5.010 2.787
H -1.933 -0.512 -5.639
H -2.008 1.668 -0.479
H 0.577 3.841 0.308
H 1.459 5.183 -3.671
H 3.764 -5.107 1.596
H -5.400 4.734 2.802
H 5.033 -1.802 -2.037
H -2.633 -2.055 -0.220
H 0.560 3.029 -4.503
H -4.380 5.210 4.138
H 4.934 0.074 -7.622
H 1.470 5.612 -1.207
H -2.318 -3.476 4.438
H -0.762 -1.984 -1.795
H 3.235 1.736 -3.644
H 2.221 -1.605 -1.217
H -1.742 -2.419 -4.036
H 2.683 2.415 -1.321
H 2.173 -4.873 -3.173
H 1.720 -2.705 -2.307
H 4.483 -0.945 0.249
H -3.561 -4.275 0.400
H -1.148 1.728 -4.918
H -3.673 2.156 -0.531
H 3.840 -5.453 -3.072
H 1.370 3.918 6.554
H 3.357 3.170 5.230
*
```

Results of the Mulliken charge analysis, in e, for atoms 1 through 2: Cs 1.097; Br -0.112

***

(2)
DFT (ωB97M-V/def2-TZVPD) results for a structure of composition C35H32ClN3O4RhS.

Results
* HOMO energy (alpha / beta): -0.4030 / -0.4027 hartree
* Kohn-Sham gap (alpha / beta): 0.3025 / 0.2104 hartree
* energy above the lowest of the compared OMol25 structures with the same formula, charge and spin: 24.8 kcal/mol

Geometry as ORCA input:
```
! RIJCOSX wB97M-V def2-TZVPD def2/J DEFGRID3
* xyz 1 5
Rh -0.262 -0.311 -0.071
Cl 0.239 7.676 -0.269
S 0.586 -1.945 2.213
O -1.899 -1.722 -0.614
O -3.279 2.035 -0.418
O 0.714 -0.859 3.199
O -1.316 1.228 -1.157
N 1.724 -0.361 -0.335
N -3.702 -0.761 0.335
N -1.180 0.641 1.744
C 0.413 5.018 -0.679
C -1.131 2.687 2.956
C 2.605 -2.026 -3.331
C 1.065 -3.730 -4.045
C -0.287 -3.295 3.034
C -3.128 1.383 2.875
C 0.487 -3.745 -2.785
C 2.016 -2.027 -2.068
C -1.494 3.554 -0.685
C 6.137 -2.049 -0.757
C 2.514 -1.080 -1.017
C 6.719 -0.833 -0.422
C -0.615 -4.444 2.329
C -1.802 5.913 -0.326
C -2.103 2.171 -0.742
C 0.954 -2.889 -1.801
C 3.979 -0.991 -0.828
C -0.124 3.748 -0.809
C 4.772 -2.130 -0.970
C 5.931 0.302 -0.281
C -3.664 -1.001 -2.070
C -0.615 -3.143 4.369
C -0.429 6.092 -0.431
C -1.271 -5.471 2.989
C -3.138 -0.831 1.675
C -3.021 -1.169 -0.732
C 4.563 0.224 -0.469
C 2.212 -2.753 2.158
C -2.452 0.448 2.105
C -2.463 2.521 3.297
C 2.125 -2.874 -4.313
C -1.598 -5.337 4.332
C -1.272 -4.177 5.021
C -0.527 1.727 2.168
C -2.331 4.640 -0.453
H -0.339 -2.229 4.881
H -3.512 -1.905 -2.657
H -4.722 -0.771 -1.986
H 0.509 1.819 1.871
H 6.748 -2.937 -0.853
H 0.527 -2.925 -0.810
H -1.525 -6.377 2.456
H 0.693 -4.391 -4.816
H -4.162 1.210 3.139
H -2.107 -6.143 4.843
H 3.937 1.099 -0.351
H 7.788 -0.772 -0.271
H -4.409 -0.057 0.184
H 3.430 -1.357 -3.541
H -0.354 -4.546 1.281
H -2.427 -1.656 1.691
H -2.979 3.266 3.886
H 2.498 -2.945 3.190
H -3.395 4.471 -0.372
H 6.387 1.247 -0.020
H -1.525 -4.078 6.068
H 4.315 -3.079 -1.220
H 2.909 -2.058 1.692
H -3.155 -0.183 -2.582
H 0.520 2.899 -1.005
H 2.149 -3.681 1.589
H -0.567 3.542 3.300
H 1.479 5.183 -0.767
H -3.948 -1.051 2.368
H -2.445 6.762 -0.141
H -0.327 -4.422 -2.563
H 2.584 -2.872 -5.293
*
```

Results of the Mulliken charge analysis, in e, for atoms 1 through 2: Rh 1.514; Cl -0.203

***

(3)
DFT (ωB97M-V/def2-TZVPD) results for a structure of composition C35H32N14O2S2Ti.

Results
* HOMO energy: -0.4783 hartree
* Kohn-Sham gap: 0.2387 hartree
* energy above the lowest of the compared OMol25 structures with the same formula, charge and spin: 7.5 kcal/mol

Geometry as ORCA input:
```
! RIJCOSX wB97M-V def2-TZVPD def2/J DEFGRID3
* xyz 2 1
Ti 1.119 -0.196 -1.236
S 3.453 -0.874 -1.211
S 2.011 0.451 -3.341
O -0.441 0.787 -0.830
O -0.773 2.994 -0.804
N 1.071 -2.542 -0.317
N -3.449 1.737 0.373
N -0.106 -1.459 -2.482
N 2.911 -1.417 -6.253
N 0.418 -4.936 0.924
N 5.476 -3.362 -3.104
N -1.014 -2.526 -4.192
N -1.406 1.188 -3.539
N 2.497 4.351 0.520
N 2.013 1.827 -0.573
N -3.247 3.495 1.856
N 3.148 -0.306 7.903
N 1.474 -0.293 0.987
N -1.921 1.630 2.095
C 0.609 -3.824 1.618
C 2.556 -1.488 5.906
C 3.114 0.819 7.198
C 2.145 -0.301 3.729
C 3.837 -1.515 -3.850
C 2.232 2.891 -1.334
C -1.043 1.915 -1.262
C -3.000 2.861 -2.582
C 2.082 2.014 0.751
C 1.925 0.817 1.601
C 2.509 -0.308 5.173
C 0.932 -3.663 -1.015
C 0.030 -1.821 -3.746
C -3.812 -3.214 -1.864
C 1.679 -1.439 3.080
C -3.166 -3.269 -3.082
C -3.240 -2.547 -0.766
C -4.405 2.435 -0.505
C 1.361 -1.404 1.736
C 2.270 0.838 2.942
C 3.394 -1.447 -5.209
C -2.016 -1.914 -0.859
C -3.699 3.464 -1.374
C 2.490 4.143 -0.784
C 0.978 -2.630 1.006
C -2.874 2.292 1.432
C 2.298 3.278 1.278
C -1.932 -2.633 -3.156
C 4.766 -2.528 -3.452
C 2.878 -1.434 7.254
C -1.354 -1.961 -2.087
C 3.252 -0.716 -2.920
C 0.628 -4.862 -0.385
C -2.088 1.660 -2.337
C 2.804 0.872 5.848
H 1.067 -3.610 -2.085
H 2.297 3.439 2.347
H -4.433 4.195 -1.719
H 2.675 4.988 -1.435
H -3.754 2.520 -3.301
H -4.768 -3.704 -1.747
H 2.369 -2.458 5.468
H -1.011 1.973 -4.049
H -1.089 -2.900 -5.126
H 3.343 1.732 7.735
H -2.815 3.923 2.657
H 2.920 -2.348 7.834
H -2.067 0.743 -4.166
H -2.669 0.801 -1.973
H 2.797 1.838 5.364
H 0.533 -5.774 -0.960
H -3.152 0.807 0.123
H -1.530 0.783 1.720
H -4.886 1.657 -1.098
H -3.977 4.009 1.395
H -2.976 4.013 -0.770
H -5.204 2.863 0.104
H 1.599 -2.377 3.605
H 2.202 2.755 -2.405
H -1.472 2.030 2.900
H -3.768 -2.550 0.178
H -2.437 3.646 -3.093
H 0.453 -3.883 2.687
H -3.594 -3.789 -3.928
H 2.692 1.739 3.355
H -1.586 -1.414 0.001
H 0.869 -1.577 -4.379
*
```

Results of the Mulliken charge analysis, in e, for atoms 1 through 2: Ti -0.464; S -0.489

***

no.,DFT total energy (Eh)
1,-5845.4488
2,-2786.8291
3,-3915.5665